Computed, not measured: a cluster of 8 separate species, C43H109N7O14 in total, with ωB97M-V/def2-TZVPD.

```
173
C43H109N7O14 ωB97M-V/def2-TZVPD
C -0.98062 -0.17547 -0.47883
O -0.45625 0.45900 0.64068
C 1.04994 0.65059 0.60882
C 1.42978 1.90157 1.51026
C 0.92774 3.27556 0.97332
N 2.84281 1.87606 1.71479
H -0.90962 0.38718 -1.40969
H -1.98247 -0.59851 -0.40517
H -0.55927 -1.15345 -0.71143
H 1.46308 -0.33732 0.81240
H 1.42791 0.81279 -0.40060
H 0.94397 1.75276 2.47460
H -0.13518 3.14342 0.77121
H 1.30391 3.52883 -0.01787
H 1.03116 4.05986 1.72317
H 3.24454 1.90104 0.78846
H 3.05441 1.01211 2.19325
C 3.56452 0.48621 5.15910
O 4.20313 -0.76970 5.13850
C 3.63157 -1.75694 5.95217
C 2.09121 -2.03317 5.60900
N 1.73354 -2.48816 4.29095
C 2.50752 -3.65054 3.98836
C 2.20221 -4.25849 2.62822
O 2.86335 -3.53295 1.60496
C 2.65341 -4.23366 0.31498
H 2.72953 0.36999 4.46817
H 4.23102 1.17415 4.63889
H 3.28898 0.84277 6.15159
H 3.66382 -1.33223 6.95551
H 4.18731 -2.68534 5.82059
H 1.51991 -1.14015 5.86244
H 1.61538 -2.72441 6.30462
H 2.20555 -1.88573 3.63188
H 2.46548 -4.35757 4.81687
H 3.58220 -3.47016 4.01337
H 1.13575 -4.23613 2.40401
H 2.54796 -5.29167 2.59507
H 3.32033 -5.08837 0.42805
H 2.87087 -3.57266 -0.52399
H 1.64888 -4.63266 0.17420
C 3.95692 -2.41194 -7.07847
O 3.24046 -2.90737 -5.96785
C 3.57009 -2.42770 -4.65352
C 2.35822 -2.57556 -3.77074
N 2.04331 -3.89448 -3.28457
C 0.62040 -3.93820 -2.91276
C 0.12034 -5.37262 -2.46799
O -1.24293 -5.45386 -2.19336
C -2.13799 -4.92552 -3.20286
H 4.37089 -1.40392 -7.10335
H 3.50429 -2.76880 -8.00361
H 4.90132 -2.92803 -7.25130
H 3.79099 -1.37810 -4.84752
H 4.44739 -2.88176 -4.19280
H 1.52449 -2.09320 -4.28096
H 2.45624 -1.88266 -2.93504
H 2.08293 -4.61123 -3.99506
H -0.05666 -3.41168 -3.58543
H 0.76361 -3.30757 -2.03532
H 0.66155 -5.78556 -1.61671
H 0.23198 -6.05776 -3.30836
H -1.58051 -4.63220 -4.09240
H -2.75370 -4.07364 -2.91421
H -2.84130 -5.72608 -3.43211
C -3.13457 -1.59622 2.99333
O -4.49072 -2.09084 2.99423
C -5.44038 -1.45053 3.85545
C -6.80563 -2.16937 3.73924
N -7.56159 -1.75216 2.57019
C -8.82809 -2.54886 2.73209
C -9.91379 -2.20241 1.68349
O -9.68008 -3.13536 0.64487
C -10.38316 -3.01624 -0.57539
H -2.96694 -0.69072 2.41018
H -2.48419 -2.27988 2.44771
H -2.67847 -1.54518 3.98200
H -5.48394 -0.36699 3.74533
H -5.06511 -1.47290 4.87857
H -7.31228 -1.99613 4.68865
H -6.51683 -3.21957 3.69701
H -7.06904 -1.81091 1.69040
H -9.33175 -2.36624 3.68134
H -8.63405 -3.61733 2.82608
H -9.83543 -1.22507 1.20729
H -10.87983 -2.25464 2.18564
H -10.25853 -2.01274 -0.98227
H -11.41446 -2.95833 -0.22730
H -10.20645 -3.82205 -1.28781
C 6.16626 1.75791 1.69974
O 5.69382 1.16670 0.47202
C 5.99392 -0.21737 0.19956
C 5.17065 -0.91737 -0.99479
N 5.39338 -0.40499 -2.34037
C 5.11323 1.03059 -2.63257
C 5.60606 1.25671 -4.10240
O 7.06711 1.26868 -4.26209
C 7.74302 2.49646 -3.98516
H 6.03063 1.02292 2.49314
H 5.41101 2.47644 2.01821
H 7.16381 2.16579 1.86293
H 5.85919 -0.77612 1.12570
H 7.00867 -0.43244 -0.13528
H 4.10992 -0.91996 -0.74392
H 5.27763 -1.99923 -0.91583
H 6.28148 -0.67760 -2.73668
H 5.55630 1.80291 -2.00383
H 4.03737 1.14182 -2.76767
H 5.27041 2.21673 -4.49458
H 5.32447 0.49071 -4.82493
H 7.87704 2.72403 -2.92763
H 7.18506 3.37936 -4.29706
H 8.71666 2.66764 -4.44432
C 5.76867 12.67301 5.44646
O 5.25440 11.44183 5.86935
C 5.91264 10.29674 5.31180
C 5.33352 8.99729 5.96797
N 3.94306 8.62496 5.79081
C 3.71390 8.18840 4.49794
C 4.21523 6.83351 4.12003
O 4.28879 6.72892 2.76785
C 4.40596 5.37878 2.39109
H 5.22048 13.51170 5.87562
H 5.89195 12.76496 4.36736
H 6.81997 12.77538 5.71551
H 6.96908 10.39837 5.56022
H 5.93223 10.23479 4.22374
H 5.36967 9.19495 7.03929
H 6.07264 8.20433 5.85388
H 3.37842 9.37969 6.15367
H 4.19097 8.85983 3.78402
H 2.63139 8.28017 4.40934
H 3.58259 6.14128 4.67562
H 5.20266 6.62342 4.53105
H 5.32109 4.95168 2.80126
H 4.39259 5.24193 1.30980
H 3.49955 4.82363 2.63260
C -7.95832 -4.60393 -6.62343
O -7.45881 -3.79658 -5.57342
C -7.77516 -2.45392 -5.58029
C -6.72756 -1.61795 -4.85018
N -7.07922 -1.66127 -3.43331
C -6.83715 -2.98309 -2.78280
C -5.35914 -3.46343 -2.60087
O -4.51756 -2.41788 -1.94687
C -4.73043 -2.33922 -0.52427
H -7.66596 -5.65230 -6.56385
H -7.65328 -4.26732 -7.61426
H -9.04322 -4.64703 -6.71963
H -8.72906 -2.31874 -5.07050
H -8.02601 -2.04080 -6.55728
H -6.98356 -0.64212 -5.26288
H -5.69121 -1.86096 -5.08478
H -6.54778 -1.05610 -2.82386
H -7.34212 -3.83894 -3.23072
H -7.37065 -2.97017 -1.83237
H -4.86756 -3.64796 -3.55606
H -5.33686 -4.36848 -1.99383
H -4.24311 -3.12203 0.05695
H -5.76379 -2.33349 -0.17751
H -4.34046 -1.47340 0.01087
C -2.98126 0.01048 -4.10360
C -4.00520 0.81148 -3.18756
C -3.31497 2.01988 -2.62185
O -4.99993 1.27608 -4.07419
H -2.44688 0.61772 -4.83422
H -3.25775 -0.80649 -4.77010
H -2.33373 -0.55067 -3.42986
H -4.62007 0.18440 -2.54195
H -2.55984 1.85198 -1.85394
H -4.18912 2.57399 -2.27992
H -2.71664 2.52521 -3.37996
H -4.71065 2.01515 -4.61427
```

Electronic energy = -3139.8123 Ha
SMILES string = COC[C@H](C)N.COCCNCCOC.COCCNCCOC.COCCNCCOC.COCCNCCOC.COCCNCCOC.COCCNCCOC.CC(C)O
Net charge = 0
Energy above the lowest of the compared OMol25 structures with the same formula, charge and spin = 7.187 eV